ORCA calculation (wB97M-V/def2-TZVPD) on a molecular structure, C33H33AsN2PPtS3Te in a non-equilibrium geometry.

Geometry as XYZ:
```
75
C33H33AsN2PPtS3Te wB97M-V/def2-TZVPD
Pt -2.31 0.81 0.69
Te -2.75 2.32 -1.42
As 2.36 -1.76 -1.59
S -4.25 -0.82 0.19
S -1.23 4.30 0.80
S -2.99 -0.12 3.69
P 0.03 0.24 1.04
N -6.83 -0.88 0.63
N -5.90 1.21 0.73
C -8.17 -0.43 0.94
C 4.79 -0.32 -2.27
C 1.09 -2.24 1.90
C 0.04 -4.35 1.42
C 1.59 0.61 0.11
C 3.07 -2.25 -5.72
C 1.40 0.71 3.48
C -2.87 5.37 -0.85
C -0.85 1.80 4.75
C -1.46 6.00 0.87
C -0.98 -2.31 0.67
C 0.06 -1.57 1.23
C 1.59 0.06 -1.33
C 6.97 -0.73 -1.34
C -0.89 1.62 3.28
C -2.37 4.14 -0.49
C 0.26 1.55 5.47
C -2.13 0.89 2.78
C 3.20 -2.28 -4.34
C 1.07 -3.62 2.00
C -5.76 -0.10 0.55
C 1.42 1.06 4.84
C 4.25 -1.30 -1.44
C 0.29 0.90 2.71
C 1.87 -1.85 -6.29
C 6.14 -0.03 -2.21
C -2.35 6.42 -0.07
C 2.14 -1.88 -3.53
C 0.93 -1.53 -4.11
C 5.08 -1.99 -0.57
C 0.79 -1.50 -5.49
C 6.43 -1.70 -0.51
C -0.99 -3.69 0.75
H 7.08 -2.24 0.17
H 0.27 1.70 6.54
H 1.88 -1.69 2.38
H 6.55 0.74 -2.86
H -5.08 1.79 0.75
H -6.81 1.63 0.88
H -8.19 0.12 1.89
H -3.60 5.50 -1.64
H 0.03 -5.42 1.50
H 2.21 0.71 -1.95
H 0.07 -1.29 -3.48
H 0.58 0.08 -1.74
H -0.92 6.58 1.59
H -1.80 -4.25 0.33
H -2.62 7.46 -0.21
H -6.68 -1.87 0.49
H 3.90 -2.54 -6.34
H 8.03 -0.51 -1.31
H -0.89 2.63 2.83
H 1.77 -1.84 -7.37
H -1.78 -1.79 0.15
H -8.82 -1.29 1.05
H 2.32 0.91 5.41
H 2.45 0.26 0.69
H -1.76 2.18 5.21
H -8.57 0.20 0.15
H 1.65 1.71 0.07
H 4.13 -2.61 -3.89
H -0.15 -1.21 -5.94
H 2.28 0.25 3.05
H 4.66 -2.77 0.07
H 1.84 -4.13 2.56
H 4.16 0.22 -2.97
```

- Total energy: -150893.13336 eV
- F_max: 2.86 eV Å⁻¹
- Multiplicity: 2
- Molecular weight: 982.4 g mol⁻¹
- LUMO (spin up / spin down): -8.104 / -8.111 eV
- Net charge: +2
- Gap between HOMO and LUMO (spin up / spin down): 3.95 / 3.94 eV
- HOMO (spin up / spin down): -12.05 / -12.05 eV
- ΔE to the lowest compared entry with this formula, charge and spin: 3.6594 eV

---

ORCA calculation (wB97M-V/def2-TZVPD) on a molecular structure, C33H33BiN15.

Geometry as XYZ:
```
82
C33H33BiN15 wB97M-V/def2-TZVPD
Bi 0.28 0.26 -0.02
N 2.55 -0.26 -0.66
N -3.95 -2.66 4.33
N -1.64 1.89 -0.38
N -2.43 -1.43 0.37
N -4.10 -3.04 3.06
N 2.44 -2.01 3.48
N 3.26 0.24 3.42
N -3.71 -3.69 -1.00
N -2.53 -1.43 3.23
N 1.26 2.18 1.15
N 4.35 -1.41 4.58
N 0.53 -2.52 2.31
N 0.95 1.28 -2.28
N -0.04 -1.35 -1.92
N 1.39 -0.38 2.12
C 2.35 1.70 -2.05
C -2.34 -1.58 -1.07
C 2.10 1.92 2.17
C -3.45 2.87 -1.57
C -0.06 -0.88 -3.11
C -1.78 -2.37 -3.96
C 5.08 -0.89 -1.55
C -2.17 2.34 -1.54
C 3.34 -1.07 3.81
C -3.20 -2.62 -1.83
C -3.00 -1.70 4.42
C -3.66 2.45 0.77
C 0.98 3.46 0.86
C 4.43 0.25 -2.02
C 3.16 -1.37 -0.23
C -3.24 -2.27 2.43
C -1.07 -2.31 -1.55
C 4.43 -1.72 -0.65
C 1.53 4.52 1.55
C -3.10 -2.33 0.97
C -1.35 2.24 -2.80
C 2.43 4.25 2.57
C -0.92 -1.38 -4.18
C 2.71 2.93 2.89
C 2.29 0.50 2.60
C -3.71 -3.52 0.26
C -2.38 1.94 0.74
C 3.16 0.53 -1.56
C -1.93 -3.03 -2.63
C 0.88 0.28 -3.38
C -4.20 2.93 -0.41
C 1.48 -1.62 2.67
C 0.15 2.48 -2.66
H -4.15 -4.29 0.88
H 4.91 0.90 -2.74
H 2.79 2.10 -2.97
H -1.54 1.27 -3.28
H -2.40 -2.75 -4.77
H -4.03 -2.24 -2.42
H -5.20 3.35 -0.43
H -0.40 -2.15 2.13
H -2.41 -0.59 -1.53
H -1.92 1.54 1.64
H 2.89 5.06 3.13
H -0.69 -2.99 -0.79
H 0.34 3.26 -1.92
H -1.80 -4.11 -2.72
H 0.53 2.86 -3.61
H 5.02 -0.72 4.86
H 1.26 5.53 1.29
H 0.59 0.78 -4.31
H 3.39 2.67 3.69
H -0.83 -0.93 -5.16
H -4.21 2.48 1.70
H 0.27 3.63 0.06
H 2.62 -1.99 0.47
H 1.87 -0.14 -3.56
H -3.85 3.25 -2.51
H -2.70 -1.25 5.36
H 4.44 -2.36 4.91
H -1.74 2.98 -3.50
H -4.50 -3.08 5.06
H 0.58 -3.41 2.78
H 4.89 -2.63 -0.29
H 2.35 2.50 -1.31
H 6.08 -1.13 -1.90
```

- Total energy: -62926.36749 eV
- F_max: 0.33 eV Å⁻¹
- Molecular weight: 848.7 g mol⁻¹
- LUMO: -8.292 eV
- Net charge: +3
- Gap between HOMO and LUMO: 7.97 eV
- HOMO: -16.26 eV
- ΔE to the lowest compared entry with this formula, charge and spin: 1.9032 eV

---

ORCA calculation (wB97M-V/def2-TZVPD) on 11 unconnected molecules or ions with the total composition C33H33F11O33 in a non-equilibrium geometry.

Geometry as XYZ:
```
110
C33H33F11O33 wB97M-V/def2-TZVPD
F 1.42 -7.11 -0.72
F -3.82 3.04 2.44
F -3.44 -5.75 2.16
F -4.00 0.23 -2.52
F 3.41 0.09 1.06
F 2.01 -1.69 -2.17
F 3.13 3.75 -4.87
F 1.19 -1.07 3.49
F -0.54 2.04 1.06
F -0.54 7.53 -4.49
F -1.55 0.86 4.17
O 1.75 -3.94 5.26
O 2.51 -5.06 1.58
O -4.15 1.08 -4.64
O -3.85 -4.02 0.73
O 1.86 -4.92 -0.50
O -3.73 -1.85 0.10
O 5.16 0.35 -4.36
O -1.08 0.83 8.23
O 0.68 -2.40 -5.25
O 0.04 -2.67 4.58
O 1.63 -3.14 0.87
O -2.83 3.70 6.29
O -0.12 1.48 -2.63
O -2.95 0.58 7.02
O -2.74 5.44 -4.29
O -1.72 3.77 4.33
O -2.14 -2.78 1.37
O -0.60 5.36 -4.90
O 0.71 0.42 -0.83
O -5.09 2.35 -6.20
O -1.01 -0.06 6.16
O 3.22 1.51 -4.28
O -1.36 1.16 -0.79
O -0.28 -4.86 5.16
O 2.52 -2.51 -6.54
O 4.99 -0.16 -0.53
O 2.68 -1.87 -4.39
O -3.88 4.26 4.36
O -1.33 4.04 -3.24
O 7.13 0.50 -0.47
O 4.98 2.24 -3.14
O 6.36 -1.05 0.95
O -4.90 3.10 -4.09
C 2.90 -6.30 1.01
C 2.32 -2.82 4.60
C 2.02 -2.33 -5.49
C -3.26 0.09 5.73
C -1.64 0.50 7.24
C 4.52 1.26 -3.98
C -3.51 4.26 3.02
C 0.43 -3.93 5.00
C -2.88 -4.95 1.23
C 1.70 -1.42 -3.47
C -1.71 -4.10 1.66
C -2.56 6.52 -5.20
C -3.27 -2.79 0.67
C -1.05 6.61 -5.38
C 2.42 -6.23 -0.44
C 5.08 -1.60 1.24
C -1.56 4.78 -4.14
C -4.42 2.54 -2.88
C -3.65 1.28 -3.31
C -0.22 1.11 -1.50
C 0.06 -0.15 0.31
C 1.20 -1.83 4.62
C 4.09 -0.85 0.34
C -4.74 2.23 -5.06
C 0.58 -2.37 -3.84
C 3.90 3.02 -2.71
C -1.90 -0.09 5.07
C -2.84 3.79 5.11
C -1.08 0.87 0.55
C 2.03 -4.25 0.65
C -2.00 4.34 3.05
C 2.93 2.83 -3.89
C 6.23 -0.15 -0.03
H -3.05 7.47 -5.00
H -1.85 0.53 1.23
H 4.84 -1.34 2.27
H -0.35 -1.95 -3.43
H -0.86 -4.34 1.02
H 3.17 -6.29 -1.22
H 3.22 -2.48 5.11
H -1.67 5.38 2.95
H 3.41 2.76 -1.77
H 0.74 -0.20 1.16
H -0.31 -1.16 0.14
H 1.26 -1.16 5.47
H -3.77 3.19 -2.30
H -1.81 -1.10 4.65
H -1.45 3.81 2.27
H -2.98 6.04 -6.09
H -2.49 -5.62 0.46
H 2.43 -7.15 1.50
H 1.39 -0.38 -3.55
H -1.37 -4.13 2.69
H 1.89 2.89 -3.56
H 3.97 -6.43 1.14
H -2.57 1.36 -3.40
H -5.28 2.20 -2.30
H 4.24 4.05 -2.74
H -3.83 -0.83 5.75
H -3.87 0.80 5.16
H 0.74 -3.36 -3.39
H 3.38 -1.41 -0.25
H 2.59 -3.02 3.56
H 5.05 -2.68 1.10
H -0.65 6.87 -6.35
H -3.99 5.05 2.44
```

- Total energy: -132216.88777 eV
- F_max: 2.79 eV Å⁻¹
- Molecular weight: 1166.6 g mol⁻¹
- LUMO: -0.418 eV
- Gap between HOMO and LUMO: 10.59 eV
- HOMO: -11.00 eV
- ΔE to the lowest compared entry with this formula, charge and spin: 2.7277 eV
- SMILES: O=C1OC[C@@H](F)O1.O=C1OC[C@@H](F)O1.O=C1OC[C@@H](F)O1.O=C1OC[C@@H](F)O1.O=C1OC[C@@H](F)O1.O=C1OC[C@@H](F)O1.O=C1OC[C@@H](F)O1.O=C1OC[C@@H](F)O1.O=C1OC[C@@H](F)O1.O=C1OC[C@@H](F)O1.O=C1OC[C@@H](F)O1